A.
Density functional theory data (ωB97M-V with the def2-TZVPD basis set) for a cluster of 2 separate species, C4H10NO in total.

Properties
Net charge   -1
E_HOMO   -1.98 eV
HOMO-LUMO gap   5.269 eV

CARTESIAN COORDINATES (ANGSTROEM)
C: 0.8191 1.3615 -0.3320
N: 0.7265 2.6766 -0.1204
C: -0.1039 -2.3812 -1.5454
O: 0.5480 -3.5438 -1.7556
C: -0.2240 1.8224 0.9435
C: -0.3667 0.2108 1.4220
H: 1.7602 0.9030 -0.0220
H: 0.1397 0.9438 -1.0840
H: 0.5632 -1.6672 -0.9603
H: -0.2697 -1.7563 -2.4595
H: -1.0981 -2.4846 -1.0421
H: 0.0208 2.2309 1.9100
H: -1.2320 1.9988 0.5961
H: -1.3708 -0.0889 1.1405
H: -0.2067 0.1722 2.4892
H: 0.2944 -0.3978 0.8201

Atom charges from the Mulliken analysis, given in e for atoms 1 to 4: -0.40 -0.62 -0.19 -0.89

B.
Density functional theory data (ωB97M-V with the def2-TZVPD basis set) for the ion C4H10NO with charge -1.

Properties
Net charge   -1
E_HOMO   -2.23 eV
SMILES string   NCCCC[O-]
HOMO-LUMO gap   6.332 eV

CARTESIAN COORDINATES (ANGSTROEM)
N: -0.7965 -0.7496 -2.2909
C: 0.3857 0.0232 -1.8452
C: 0.9834 -0.4131 -0.5082
C: 0.6211 0.4752 0.6933
C: -0.4497 -0.0285 1.7159
O: -0.8428 0.9284 2.5608
H: -1.5834 -0.5057 -1.6992
H: -0.5998 -1.7357 -2.1549
H: 1.0909 0.0148 -2.6849
H: 0.0817 1.0732 -1.7876
H: 2.0622 -0.4476 -0.5683
H: 0.6540 -1.4336 -0.2864
H: 0.2444 1.4561 0.3935
H: 1.5062 0.7324 1.2853
H: -0.0202 -0.9423 2.2160
H: -1.2850 -0.4479 1.0505

Atom charges from the Mulliken analysis, given in e for atoms 1 to 4: -0.72 -0.58 -0.39 -0.65

C.
Density functional theory data (ωB97M-V with the def2-TZVPD basis set) for a cluster of 2 separate species, C4H10NO in total.

Properties
Net charge   -1
E_HOMO   -2.64 eV
HOMO-LUMO gap   6.932 eV

CARTESIAN COORDINATES (ANGSTROEM)
C: -0.8541 1.9984 -0.0165
N: -0.3030 1.7446 -1.3362
C: 0.4299 0.4855 -1.4561
O: -0.2838 -0.5903 -1.0202
H: -1.7543 1.3558 0.1358
H: -1.2137 3.0146 0.0781
H: -0.1454 1.8381 0.7954
H: -1.1201 1.6479 -1.8891
H: 1.3580 0.6200 -0.8789
H: 0.7457 0.4114 -2.5252
C: 1.1679 -2.1648 2.1295
C: -0.0304 -1.7886 1.6725
H: 1.2190 -2.5524 3.2079
H: 2.1078 -1.8699 1.5554
H: -0.8880 -1.8751 2.3427
H: -0.1970 -1.2629 0.7162

Atom charges from the Mulliken analysis, given in e for atoms 1 to 4: -0.73 -0.50 -0.43 -0.93

D.
Density functional theory data (ωB97M-V with the def2-TZVPD basis set) for a cluster of 2 separate species, C4H10NO in total.

Properties
Net charge   -1
E_HOMO   -2.58 eV
HOMO-LUMO gap   6.962 eV

CARTESIAN COORDINATES (ANGSTROEM)
C: -0.0850 -0.6168 -0.7394
O: 0.8030 -0.8332 0.2641
C: -1.3707 -1.4335 -0.5105
N: -2.4170 -1.0289 -1.4640
H: -0.3357 0.4765 -0.8379
H: 0.2826 -0.9047 -1.7401
H: -1.1037 -2.4926 -0.7251
H: -1.6568 -1.4550 0.5706
H: -3.2632 -1.5869 -1.3378
H: -2.6977 -0.0472 -1.2686
C: 2.1659 2.4496 1.0246
C: 1.3096 1.5678 1.6121
H: 2.7361 2.1730 0.1494
H: 2.3376 3.4723 1.4104
H: 1.1447 0.6369 0.9957
H: 0.9326 1.7934 2.5979

Atom charges from the Mulliken analysis, given in e for atoms 1 to 4: -0.30 -0.89 -0.40 -0.59

Energy ordering: B at the bottom, the next structure 0.0316 hartree above.

A.
Density functional theory data (ωB97M-V with the def2-TZVPD basis set) for the ion C4H10NO with charge -1.

Properties
Net charge   -1
E_HOMO   -1.97 eV
SMILES string   NCCCC[O-]
HOMO-LUMO gap   6.259 eV

CARTESIAN COORDINATES (ANGSTROEM)
N: -1.2514 -1.5330 -1.6790
C: -1.3686 -0.2917 -0.8902
C: -0.1181 0.5245 -0.8000
C: 1.0396 -0.1054 0.1031
C: 0.7520 0.1895 1.6850
O: 0.9607 1.4685 1.8479
H: -0.7589 -2.1706 -1.2653
H: -0.6043 -1.3586 -2.5641
H: -2.2036 0.2582 -1.4282
H: -1.8568 -0.6894 0.1825
H: -0.3714 1.5582 -0.4067
H: 0.2977 0.6761 -1.7681
H: 1.9641 0.4267 -0.1085
H: 1.2188 -1.0682 -0.2514
H: 1.7591 -0.3986 1.9765
H: -0.1998 -0.1517 2.0153

Atom charges from the Mulliken analysis, given in e for atoms 1 to 4: -0.69 -0.28 -0.60 -1.00

B.
Density functional theory data (ωB97M-V with the def2-TZVPD basis set) for the ion C4H10NO with charge -1.

Properties
Net charge   -1
E_HOMO   -2.14 eV
SMILES string   CNCCC[O-]
HOMO-LUMO gap   5.913 eV

CARTESIAN COORDINATES (ANGSTROEM)
C: -1.6912 -1.6685 0.2893
N: -0.4085 -1.0389 0.2591
C: 0.1094 -0.2287 -0.8861
C: 1.3939 0.5378 -0.3487
C: 0.9643 1.7668 0.4456
O: 1.9125 2.4599 1.1501
H: -1.9285 -2.1073 -0.7215
H: -2.4865 -0.8748 0.3194
H: -1.6401 -2.3848 1.1219
H: -0.4040 -0.4163 1.0344
H: -0.5521 0.6081 -1.2527
H: 0.3159 -0.8703 -1.6634
H: 1.7303 -0.1649 0.4175
H: 2.2175 0.6817 -1.0917
H: 0.3054 2.5228 -0.0890
H: 0.1616 1.1774 1.0157

Atom charges from the Mulliken analysis, given in e for atoms 1 to 4: -0.90 -0.37 -0.58 -0.63

Energy ordering: B at the bottom, the next structure 0.0146 hartree above.

A.
Density functional theory data (ωB97M-V with the def2-TZVPD basis set) for the molecule C19H26N4O3.

Properties
E_HOMO   -9.65 eV
SMILES string   CO[C@]1(C(=O)NC[C@H](C)C(C)C)CCN(C(=O)c2cncc(C#N)c2)C1
HOMO-LUMO gap   9.565 eV

CARTESIAN COORDINATES (ANGSTROEM)
C: 0.7586 -3.3882 0.0578
O: 0.1809 -2.0954 0.0583
C: 0.3590 -1.3013 1.2223
C: -0.4470 -0.0094 1.0255
O: -0.4798 0.8258 1.9160
N: -1.0782 0.1161 -0.1498
C: -1.8690 1.2917 -0.4715
C: -2.0847 1.4588 -1.9794
C: -2.2155 2.9494 -2.2904
C: -3.2989 0.6666 -2.5012
C: -3.2855 -0.8010 -2.0753
C: -3.4122 0.7433 -4.0227
C: 1.8351 -0.9764 1.5156
C: 2.3060 -1.9879 2.5701
N: 1.0903 -2.6903 2.9908
C: 1.1801 -3.9792 3.3960
O: 2.2430 -4.5753 3.4696
C: -0.0904 -4.6847 3.7756
C: -1.0990 -4.0922 4.5269
N: -2.1965 -4.7302 4.9269
C: -2.3313 -6.0006 4.5776
C: -1.3697 -6.6919 3.8395
C: -1.5778 -8.0740 3.5064
N: -1.7526 -9.1766 3.2365
C: -0.2192 -6.0240 3.4456
C: -0.1042 -2.0047 2.5033
H: 0.6531 -3.7715 -0.9543
H: 1.8200 -3.3653 0.3167
H: 0.2375 -4.0650 0.7415
H: -1.0054 -0.6511 -0.7968
H: -2.8357 1.2488 0.0440
H: -1.3409 2.1529 -0.0618
H: -1.1887 1.0780 -2.4878
H: -3.0891 3.3691 -1.7842
H: -1.3366 3.4944 -1.9444
H: -2.3231 3.1392 -3.3565
H: -4.1912 1.1332 -2.0645
H: -2.4045 -1.3143 -2.4753
H: -3.2922 -0.9231 -0.9920
H: -4.1624 -1.3169 -2.4688
H: -2.5051 0.3516 -4.4917
H: -4.2515 0.1419 -4.3750
H: -3.5652 1.7597 -4.3817
H: 2.4136 -1.0276 0.5938
H: 1.8904 0.0387 1.9026
H: 3.0176 -2.7190 2.1896
H: 2.7686 -1.4947 3.4262
H: -1.0113 -3.0570 4.8381
H: -3.2346 -6.5074 4.8969
H: 0.5703 -6.5272 2.9034
H: -0.4388 -1.2451 3.2122
H: -0.9204 -2.6965 2.3034

Atom charges from the Mulliken analysis, given in e for atoms 1 to 4: -0.77 -0.57 2.21 -0.56

B.
Density functional theory data (ωB97M-V with the def2-TZVPD basis set) for the molecule C19H26N4O3.

Properties
E_HOMO   -7.44 eV
SMILES string   COc1ccccc1N1CCN(CCN2C(=O)[C@@H]3CCCN3C2=O)CC1
HOMO-LUMO gap   8.254 eV

CARTESIAN COORDINATES (ANGSTROEM)
C: -5.3304 -2.6340 0.2815
O: -4.3664 -1.6135 0.2605
C: -4.7593 -0.3393 -0.0749
C: -6.0816 0.0087 -0.3079
C: -6.4412 1.3189 -0.5802
C: -5.4702 2.2991 -0.6297
C: -4.1471 1.9589 -0.4262
C: -3.7540 0.6498 -0.1493
N: -2.3918 0.3987 -0.0014
C: -1.8220 -0.9027 -0.2679
C: -0.3611 -0.7095 -0.7045
N: 0.4387 0.0175 0.2650
C: 0.8465 -0.7549 1.4225
C: 2.0607 -1.6281 1.0739
N: 3.0672 -0.8294 0.4189
C: 3.3576 -0.9042 -0.9117
O: 2.9058 -1.6955 -1.6993
C: 4.3695 0.2016 -1.1665
C: 5.8158 -0.2183 -1.4523
C: 6.6103 0.9621 -0.8798
C: 5.7758 1.4553 0.3174
N: 4.4638 0.8686 0.1140
C: 3.7963 0.1717 1.0740
O: 3.8097 0.3598 2.2637
C: -0.2032 1.2803 0.5708
C: -1.6571 1.1065 1.0267
H: -4.7856 -3.5443 0.5296
H: -5.8122 -2.7576 -0.6942
H: -6.0954 -2.4544 1.0446
H: -6.8564 -0.7399 -0.2551
H: -7.4795 1.5620 -0.7469
H: -5.7367 3.3238 -0.8407
H: -3.3835 2.7190 -0.4966
H: -1.8685 -1.5593 0.6146
H: -2.3746 -1.3774 -1.0771
H: -0.3457 -0.1283 -1.6311
H: 0.1029 -1.6754 -0.9041
H: 0.0582 -1.4060 1.8286
H: 1.1520 -0.0573 2.2053
H: 1.7957 -2.4272 0.3793
H: 2.4795 -2.0546 1.9891
H: 3.9973 0.8803 -1.9421
H: 6.0030 -0.3827 -2.5100
H: 6.0440 -1.1361 -0.9078
H: 7.6156 0.6729 -0.5815
H: 6.6876 1.7506 -1.6282
H: 6.1726 1.1187 1.2785
H: 5.7029 2.5456 0.3387
H: -0.1911 1.8787 -0.3457
H: 0.3764 1.8024 1.3350
H: -1.6761 0.5396 1.9741
H: -2.1149 2.0789 1.2065

Atom charges from the Mulliken analysis, given in e for atoms 1 to 4: -1.02 -0.32 0.88 -0.52

Energy ordering: B at the bottom, the next structure 0.0046 hartree above.

A.
Density functional theory data (ωB97M-V with the def2-TZVPD basis set) for the molecule C19H26N4O3.

Properties
E_HOMO   -9.64 eV
SMILES string   CO[C@]1(C(=O)NC[C@H](C)C(C)C)CCN(C(=O)c2cncc(C#N)c2)C1
HOMO-LUMO gap   9.565 eV

CARTESIAN COORDINATES (ANGSTROEM)
C: -2.2552 -1.6332 -0.3224
O: -0.8796 -1.3011 -0.3692
C: -0.4677 -0.1089 0.2826
C: 1.0386 0.0650 0.0224
O: 1.6119 1.0476 0.4664
N: 1.6181 -0.8866 -0.7268
C: 3.0640 -1.0617 -0.8530
C: 3.8856 -0.8739 0.4406
C: 5.0630 0.0560 0.1673
C: 4.3051 -2.2378 1.0170
C: 3.0765 -3.0777 1.3629
C: 5.1881 -2.0975 2.2546
C: -0.7434 -0.1086 1.7963
C: -2.0911 0.5901 1.9929
N: -2.3448 1.2700 0.7188
C: -3.6194 1.6019 0.4071
O: -4.5523 1.3934 1.1667
C: -3.8760 2.2522 -0.9225
C: -3.0592 3.2353 -1.4692
N: -3.3181 3.8592 -2.6161
C: -4.4159 3.5132 -3.2712
C: -5.3115 2.5534 -2.7989
C: -6.4919 2.2367 -3.5550
N: -7.4302 1.9814 -4.1661
C: -5.0428 1.9226 -1.5929
C: -1.2201 1.1337 -0.2066
H: -2.3564 -2.5911 -0.8263
H: -2.6157 -1.7357 0.7034
H: -2.8701 -0.8971 -0.8476
H: 1.0169 -1.6566 -0.9727
H: 3.2188 -2.0604 -1.2623
H: 3.4258 -0.3561 -1.6055
H: 3.2502 -0.3929 1.1857
H: 5.7595 -0.3901 -0.5492
H: 4.7009 0.9973 -0.2473
H: 5.6170 0.2870 1.0756
H: 4.8799 -2.7659 0.2442
H: 2.4798 -2.5751 2.1297
H: 2.4294 -3.2512 0.5013
H: 3.3691 -4.0531 1.7549
H: 4.6911 -1.4815 3.0097
H: 5.3841 -3.0743 2.6998
H: 6.1493 -1.6393 2.0263
H: -0.7343 -1.1262 2.1858
H: 0.0535 0.4551 2.2780
H: -2.9131 -0.0966 2.1948
H: -2.0704 1.3117 2.8102
H: -2.1595 3.5495 -0.9523
H: -4.6098 4.0201 -4.2093
H: -5.7248 1.1972 -1.1699
H: -0.5486 1.9913 -0.1466
H: -1.5541 1.0095 -1.2360

Atom charges from the Mulliken analysis, given in e for atoms 1 to 4: -0.75 -0.56 2.32 -0.54

B.
Density functional theory data (ωB97M-V with the def2-TZVPD basis set) for the molecule C19H26N4O3.

Properties
E_HOMO   -7.32 eV
SMILES string   COc1ccc(N[C@H]2CCCN(C(=O)Cn3ccc(C)n3)C2)cc1OC
HOMO-LUMO gap   8.095 eV

CARTESIAN COORDINATES (ANGSTROEM)
C: -5.0016 1.9517 -1.5413
O: -4.6355 1.0326 -0.5315
C: -3.3802 0.4675 -0.6898
C: -3.2861 -0.9097 -0.8278
C: -2.0674 -1.5447 -0.9599
C: -0.8858 -0.8037 -0.9801
N: 0.3631 -1.3632 -1.1805
C: 0.6598 -2.7235 -0.7984
C: 2.0780 -3.0925 -1.2460
C: 3.1366 -2.3447 -0.4365
C: 2.8757 -2.5028 1.0626
N: 1.5263 -2.1009 1.3907
C: 1.1015 -0.9875 2.0200
O: -0.0742 -0.7712 2.2473
C: 2.1374 0.0778 2.4180
N: 2.1680 1.0593 1.3673
C: 1.7568 2.3399 1.4215
C: 1.9134 2.8683 0.1623
C: 2.4225 1.8114 -0.6122
C: 2.7561 1.8122 -2.0616
N: 2.5627 0.7261 0.1360
C: 0.5377 -2.9275 0.7280
C: -0.9820 0.5799 -0.8355
C: -2.1978 1.2171 -0.6752
O: -2.1882 2.5932 -0.5156
C: -2.6253 3.0192 0.7608
H: -5.9716 2.3511 -1.2481
H: -5.0929 1.4471 -2.5102
H: -4.2806 2.7679 -1.6348
H: -4.1999 -1.4842 -0.8187
H: -2.0476 -2.6188 -1.0558
H: 1.1128 -0.7182 -0.9603
H: -0.0539 -3.3865 -1.2993
H: 2.1907 -2.8644 -2.3065
H: 2.2118 -4.1688 -1.1146
H: 4.1272 -2.7361 -0.6725
H: 3.1241 -1.2798 -0.6729
H: 3.6075 -1.9291 1.6267
H: 2.9782 -3.5576 1.3478
H: 3.1385 -0.3216 2.5880
H: 1.7783 0.5630 3.3276
H: 1.3923 2.7755 2.3295
H: 1.6890 3.8625 -0.1639
H: 3.3855 2.6667 -2.3033
H: 1.8459 1.8825 -2.6573
H: 3.2776 0.8959 -2.3255
H: -0.4500 -2.6160 1.0711
H: 0.7033 -3.9773 0.9879
H: -0.0907 1.1876 -0.8243
H: -3.6470 2.6921 0.9716
H: -1.9616 2.6328 1.5419
H: -2.5823 4.1075 0.7475

Atom charges from the Mulliken analysis, given in e for atoms 1 to 4: -0.72 -0.53 0.68 -1.02

Energy ordering: A at the bottom, the next structure 0.0335 hartree above.